81
Properties=species:S:1:pos:R:3:forces:R:3:lowdin_charge:R:1 method="wB97M-V/def2-TZVPD" homo_energy_ev=-12.458 e_above_lowest_ev=0.0000 total_charge=+1 gap_ev=7.791 energy_ev=-687624.4543 spin_multiplicity=1
C -2.203 -3.514 1.279 0.8 0.8 -0.7 0.147
C -1.644 -2.607 0.670 1.0 -0.2 -0.9 -0.062
C -0.749 -1.639 -0.087 2.3 3.4 0.9 -0.170
C 0.032 -0.451 0.418 -1.0 -3.2 -2.1 -0.065
N 0.707 0.118 -0.693 -0.8 -0.7 0.6 -0.048
C 1.573 1.276 -0.435 0.2 1.7 -0.9 -0.631
Br 3.157 0.925 0.707 -1.6 -0.1 -1.1 0.784
C 1.358 2.568 -0.895 1.0 -1.2 1.1 -0.645
C 2.413 3.692 -0.463 -0.3 -0.4 -0.5 -0.194
Br -0.211 2.974 -2.007 1.2 -0.4 1.4 0.750
C 0.419 -0.575 -1.899 0.0 0.0 4.6 -0.189
S 1.025 -0.203 -3.586 -3.1 -1.0 -4.9 0.747
O 1.020 -1.472 -4.314 1.6 1.8 2.6 -0.229
O 0.051 0.686 -4.234 2.8 -0.4 2.5 -0.294
F 2.514 0.451 -3.472 -2.7 -1.5 0.6 -0.189
N -0.429 -1.595 -1.471 -0.3 -1.0 -0.5 -0.123
C -1.048 -2.710 -2.289 0.3 -2.6 -0.5 -0.209
O -0.355 -3.923 -1.883 0.9 1.8 0.1 -0.019
C 1.048 -3.832 -2.101 2.3 -1.5 -3.3 -0.414
C 2.122 -3.391 -1.019 -1.0 1.3 0.6 0.011
O 1.471 -4.162 -3.221 -1.5 1.0 3.6 0.084
H -2.614 -4.405 1.842 0.6 2.2 -1.0 -0.065
H 0.036 -0.145 1.525 1.4 -0.1 -2.6 0.037
H 2.190 4.690 -0.956 0.2 -1.5 0.8 0.025
H 3.452 3.344 -0.775 -1.4 0.4 0.3 0.072
H 2.425 3.770 0.672 -0.2 0.0 -1.5 0.089
H -2.135 -2.898 -2.025 1.9 0.2 0.1 0.114
H -1.023 -2.530 -3.404 0.6 0.0 1.3 0.145
H 2.720 -4.241 -0.579 -0.8 0.8 -0.9 0.056
H 2.793 -2.629 -1.543 -0.7 -1.4 0.6 0.105
H 1.679 -2.821 -0.130 0.3 -0.9 -1.2 0.077
C -2.558 0.356 3.743 -0.5 0.1 0.5 -1.920
Cl -4.275 -0.025 3.542 0.5 -0.1 0.0 0.539
Cl -2.375 2.077 4.122 0.0 -0.3 -0.3 0.544
Cl -1.881 -0.625 5.062 -0.1 -0.7 -1.3 0.502
Cl -1.691 -0.010 2.229 -1.8 0.7 1.6 0.682
C 0.176 7.550 0.413 0.0 0.3 0.0 -1.994
Cl -0.834 7.288 1.858 0.2 -0.4 -0.4 0.492
Cl 0.068 6.121 -0.639 -0.2 0.2 0.1 0.514
Cl -0.389 8.971 -0.480 0.2 -0.5 -0.2 0.517
Cl 1.863 7.792 0.907 -0.2 -0.1 0.0 0.536
C 3.438 3.599 -5.188 0.2 0.1 -0.2 -1.997
Cl 2.432 3.347 -3.744 0.2 0.3 -0.5 0.534
Cl 3.322 2.177 -6.243 0.0 0.2 0.2 0.548
Cl 2.868 5.032 -6.061 0.1 -0.3 0.2 0.549
Cl 5.127 3.836 -4.697 -0.3 -0.1 0.0 0.538
C -4.151 -0.300 -2.973 -0.5 0.3 -0.2 -1.949
Cl -4.199 -0.869 -4.650 0.1 0.1 0.3 0.566
Cl -4.366 1.460 -2.935 0.1 -0.3 0.0 0.550
Cl -5.446 -1.077 -2.044 0.3 0.1 -0.1 0.544
Cl -2.576 -0.720 -2.253 -2.2 2.2 -0.5 0.732
C 3.893 -7.725 -0.516 0.2 -0.2 0.0 -2.016
Cl 5.660 -7.614 -0.437 -0.3 -0.1 0.2 0.509
Cl 3.421 -9.393 -0.889 0.1 0.3 0.1 0.538
Cl 3.199 -7.248 1.048 0.0 0.0 -0.2 0.514
Cl 3.288 -6.640 -1.785 0.0 -0.1 0.1 0.540
C 8.034 -6.769 -4.077 0.0 0.0 -0.1 -2.031
Cl 6.383 -6.465 -3.502 0.2 0.0 -0.2 0.475
Cl 9.026 -7.372 -2.734 -0.1 0.1 -0.1 0.515
Cl 7.995 -7.979 -5.373 0.0 0.2 0.2 0.526
Cl 8.732 -5.260 -4.697 -0.1 -0.2 0.1 0.518
C -1.508 2.252 8.425 0.0 0.0 0.2 -2.010
Cl -3.128 2.577 9.072 0.2 0.0 -0.1 0.528
Cl -0.461 1.648 9.724 -0.1 0.1 -0.2 0.527
Cl -1.619 1.033 7.136 0.1 0.9 1.2 0.433
Cl -0.825 3.751 7.762 -0.1 -0.2 0.0 0.516
C -1.251 11.948 2.183 0.0 0.1 0.1 -2.014
Cl -2.465 12.492 3.357 0.2 -0.1 -0.2 0.528
Cl -1.792 12.354 0.542 0.1 -0.1 0.2 0.516
Cl 0.294 12.754 2.513 -0.2 -0.1 -0.1 0.525
Cl -1.042 10.190 2.318 -0.2 0.8 0.4 0.454
C -7.742 2.009 2.126 -0.1 0.1 0.0 -2.034
Cl -7.499 0.802 0.845 0.0 0.1 0.1 0.497
Cl -6.164 2.592 2.692 -0.3 0.1 -0.1 0.485
Cl -8.681 3.370 1.486 0.2 -0.2 0.1 0.531
Cl -8.618 1.268 3.478 0.2 0.1 -0.2 0.527
C -2.750 -7.883 3.215 0.0 -0.5 0.3 -2.004
Cl -1.755 -9.070 2.355 -0.2 0.3 0.1 0.540
Cl -2.049 -7.565 4.812 -0.1 0.0 -0.3 0.536
Cl -2.800 -6.367 2.279 -0.1 -0.8 0.1 0.567
Cl -4.395 -8.512 3.403 0.3 0.2 -0.1 0.543